[1]
The following is a DFT calculation (ωB97M-V/def2-TZVPD) of C8H17DyO3P2 as an isolated structure in a non-equilibrium geometry.

Results
highest occupied orbital energy (alpha / beta) = -5.89 / -5.02 eV
relative energy (zero: lowest compared OMol25 entry of this formula, charge and spin) = 200.8 kJ/mol
max |F| = 3.0 eV/A
<S²> = 9.78
HOMO-LUMO gap (alpha / beta) = 5.3306 / 4.1093 eV
charge = 0
2S+1 = 6
energy = -57369.1793 eV

Atoms and positions in Å:
C  -2.3828  -0.1168  -1.3151
C  -3.2425  -1.2472  -1.5128
C  -3.9722  -1.4616  -0.3230
C  -3.6908  -0.4053  0.5910
C  -2.6897  0.4264  -0.0011
Dy  0.4661  0.7881  -0.8150
P  0.6616  3.2025  -2.4063
H  -1.7612  0.3450  -2.1121
H  -3.2726  -1.8733  -2.4060
H  -4.6832  -2.2725  -0.1448
H  -2.3045  1.3613  0.4216
H  -4.1251  -0.2635  1.5858
H  0.0563  4.4531  -2.0266
H  0.2859  3.2683  -3.7952
H  1.9924  3.7063  -2.5706
C  2.0345  -1.4575  -1.2301
O  0.9867  -1.2390  -0.2723
P  0.8787  -1.1794  1.5787
O  2.4245  -0.8575  1.9377
C  3.5187  -1.8028  1.8358
O  0.2466  0.6863  1.2953
C  0.1043  1.5022  2.4590
H  2.0508  -0.6645  -2.0119
H  1.7962  -2.4085  -1.7033
H  3.0137  -1.5436  -0.7524
H  3.1857  -2.7858  1.4729
H  4.2747  -1.3839  1.1640
H  3.9469  -1.9060  2.8372
H  -0.6811  1.0948  3.1037
H  1.0554  1.5326  2.9966
H  -0.1740  2.5018  2.1193

Forces on atoms 1 to 2 (eV/Å):
-0.51 0.12 0.62
0.63 0.02 0.50

=====

[2]
The following is a DFT calculation (ωB97M-V/def2-TZVPD) of one molecule with the formula C8H17IN2S in a non-equilibrium geometry.

Results
highest occupied orbital energy (alpha / beta) = -5.23 / -8.88 eV
max |F| = 5.7 eV/A
<S²> = 2.01
HOMO-LUMO gap (alpha / beta) = 5.8650 / 6.0710 eV
charge = 0
2S+1 = 3
energy = -30480.3552 eV

Atoms and positions in Å:
C  -2.6885  -0.2878  1.1960
C  -1.3738  -0.5942  1.9071
C  -0.6572  -1.7169  1.2833
C  -0.0548  -0.3177  1.2424
C  -0.2530  -1.5297  -2.5238
C  1.4221  2.8616  1.1630
C  0.9862  -1.4063  -1.6542
C  1.1524  -0.0912  -0.8969
N  0.6769  2.8378  -1.1840
N  0.2308  0.3230  0.0544
S  0.1175  2.2286  0.1400
I  3.3239  -0.2617  0.1738
H  -3.5667  -0.8619  1.4367
H  -3.0011  0.6888  1.4329
H  -2.5613  -0.2893  0.1222
H  -1.4283  -0.5536  2.9357
H  0.0055  -2.2896  1.8999
H  -1.0103  -2.2240  0.4597
H  0.9812  -0.2950  1.8478
H  -0.1577  -2.4752  -3.1466
H  -0.3421  -0.7421  -3.2933
H  -1.2150  -1.6513  -2.0687
H  1.5828  2.5556  2.1816
H  2.4176  2.6540  0.8127
H  1.3310  3.9333  1.1741
H  0.8260  -2.2916  -0.9536
H  1.8433  -1.6333  -2.1292
H  1.4225  0.6907  -1.6462
H  -0.0097  2.7390  -1.9665

Forces on atoms 1 to 2 (eV/Å):
0.74 0.56 -0.20
-1.36 -0.20 -2.25

=====

[3]
The following is a DFT calculation (ωB97M-V/def2-TZVPD) of C8H17INO as an isolated structure in a non-equilibrium geometry.

Results
highest occupied orbital energy = -12.81 eV
relative energy (zero: lowest compared OMol25 entry of this formula, charge and spin) = 35.9 kJ/mol
max |F| = 5.4 eV/A
HOMO-LUMO gap = 9.4914 eV
charge = +1
energy = -20201.2242 eV

Atoms and positions in Å:
C  -1.6611  0.8308  1.4138
C  -1.0369  -0.5026  1.4607
C  -1.3253  1.2890  -0.0612
C  0.5026  -0.4981  1.4164
C  0.1398  1.4849  -0.3913
C  1.0004  -0.1615  0.0210
C  0.4701  1.9834  -1.7015
C  0.7012  -1.2526  -0.9262
N  1.4634  -2.4959  -0.4086
O  0.7208  2.1983  0.6540
I  3.1981  0.1805  0.1842
H  -2.7367  0.9227  1.4192
H  -1.1906  1.5712  2.0003
H  -1.3419  -0.9624  2.4770
H  -1.4744  -1.1870  0.8324
H  -1.9054  0.6342  -0.6873
H  -1.8620  2.3242  -0.3362
H  0.8713  0.1466  2.0885
H  0.9231  -1.5112  1.7382
H  1.3399  2.6618  -1.8565
H  -0.4897  2.5092  -2.0516
H  0.7262  1.1747  -2.4733
H  0.8810  -1.1859  -1.9322
H  -0.3670  -1.4252  -0.8833
H  1.5445  -3.2139  -1.1422
H  1.0592  -2.8117  0.5710
H  2.4926  -2.1142  -0.2922
H  0.0139  2.5188  1.2671

Forces on atoms 1 to 2 (eV/Å):
0.61 1.32 -4.07
0.52 -0.92 5.32

=====

[4]
The following is a DFT calculation (ωB97M-V/def2-TZVPD) of C8H17LuP2 as an isolated structure in a non-equilibrium geometry.

Results
highest occupied orbital energy (alpha / beta) = -5.46 / -5.55 eV
max |F| = 2.8 eV/A
HOMO-LUMO gap (alpha / beta) = 4.9358 / 4.7722 eV
charge = 0
energy = -60761.2038 eV

Atoms and positions in Å:
C  2.5143  -1.1250  -1.0719
C  3.8751  -1.0960  -0.6451
C  3.9610  -1.7715  0.6066
C  2.6668  -2.2669  0.9436
C  1.7569  -1.8842  -0.0727
Lu  -0.7634  0.7131  -1.1445
P  -1.5789  -0.8140  -3.3622
H  2.1037  -0.6942  -1.9918
H  4.6965  -0.6106  -1.1685
H  4.8596  -1.8972  1.1994
H  0.7101  -2.1670  -0.1452
H  2.4190  -2.8529  1.8259
H  -1.9395  -2.2122  -3.3332
H  -0.6031  -0.8867  -4.4281
H  -2.6809  -0.3328  -4.1612
C  -1.9203  3.1438  2.0864
P  -1.3894  2.0489  0.7975
C  -0.3322  0.6665  1.4208
C  -2.7481  0.8885  0.2547
H  -1.1481  3.2781  2.8616
H  -2.8593  2.8019  2.5572
H  -2.0965  4.1262  1.6135
H  -0.7213  0.4349  2.4220
H  -0.3855  -0.3125  0.8403
H  0.7188  0.9508  1.5339
H  -3.2584  0.6565  1.1970
H  -3.4693  1.3499  -0.4338
H  -2.3875  -0.1355  -0.2022

Forces on atoms 1 to 2 (eV/Å):
-0.44 -0.59 1.04
-0.76 0.04 0.63

=====

[5]
The following is a DFT calculation (ωB97M-V/def2-TZVPD) of an isolated ion of composition C8H17N2 and charge +1 in a non-equilibrium geometry.

Results
SMILES = CCC1=N[C@H](C)C[N+]1(C)C
highest occupied orbital energy (alpha / beta) = -13.39 / -13.39 eV
relative energy (zero: lowest compared OMol25 entry of this formula, charge and spin) = 410.8 kJ/mol
max |F| = 10.2 eV/A
HOMO-LUMO gap (alpha / beta) = 9.2757 / 9.2766 eV
charge = +1
energy = -11541.9369 eV

Atoms and positions in Å:
C  2.2699  -1.7178  0.4558
C  1.9456  -0.8223  -0.6413
C  0.5887  -0.4196  -0.4251
N  -0.5548  -1.4368  -0.2437
C  -1.7078  -0.7658  0.1731
C  -3.0004  -1.1764  -0.5928
C  -1.3960  0.7680  0.0908
N  0.1243  0.9262  -0.0795
C  0.7819  1.3559  1.2915
C  0.4960  1.9780  -0.9853
H  3.0370  -2.3835  0.3618
H  1.3928  -2.2939  0.6955
H  2.3918  -1.2071  1.3793
H  2.0874  -1.4101  -1.6062
H  2.5703  0.0403  -0.7224
H  -1.9359  -1.0307  1.2630
H  -3.1307  -0.6808  -1.5882
H  -3.7813  -0.9449  0.1374
H  -2.9183  -2.2310  -0.6869
H  -1.8147  1.1595  -0.8572
H  -1.8501  1.4185  1.0389
H  1.8251  1.2762  1.3777
H  0.3686  2.2707  1.5734
H  0.4533  0.5828  2.0678
H  -0.0705  2.8734  -0.7139
H  1.5118  2.1770  -0.7574
H  0.3161  1.6943  -2.0060

Forces on atoms 1 to 2 (eV/Å):
-1.51 -0.49 2.55
0.69 -0.37 -2.89

=====

[6]
The following is a DFT calculation (ωB97M-V/def2-TZVPD) of a 2-piece molecular cluster, C8H17NO2 overall in a non-equilibrium geometry.

Results
SMILES = CC#CCN.COCCCO
highest occupied orbital energy = -9.51 eV
relative energy (zero: lowest compared OMol25 entry of this formula, charge and spin) = 310.9 kJ/mol
max |F| = 1.4 eV/A
HOMO-LUMO gap = 10.0784 eV
charge = 0
energy = -14153.8313 eV

Atoms and positions in Å:
C  0.2592  -4.5909  -0.8403
C  0.4694  -3.6737  0.3156
C  0.6577  -2.9093  1.2322
C  1.0442  -1.9880  2.2955
N  0.1071  -0.8521  2.3730
H  0.9148  -5.4407  -0.7055
H  -0.7555  -4.9954  -0.8481
H  0.4986  -4.1434  -1.8024
H  2.0790  -1.6034  2.0660
H  1.1299  -2.5625  3.2372
H  -0.7377  -1.2303  2.8089
H  0.4723  -0.1928  3.0445
C  -0.8433  1.9115  -3.6301
O  -0.3724  2.5789  -2.4664
C  -0.6878  1.9366  -1.2315
C  -0.1499  2.8057  -0.1058
C  -0.0572  2.0299  1.2013
O  0.2534  2.8815  2.2771
H  -1.9426  1.9371  -3.6436
H  -0.4824  2.4435  -4.4966
H  -0.4456  0.8864  -3.6627
H  -0.1951  0.9624  -1.1756
H  -1.7822  1.8093  -1.1374
H  -0.7646  3.6948  -0.0142
H  0.8470  3.1561  -0.4019
H  0.7246  1.2693  1.0574
H  -1.0269  1.4960  1.3323
H  0.7859  2.3835  2.9212

Forces on atoms 1 to 2 (eV/Å):
0.01 0.18 0.97
-0.14 0.24 -0.20

=====

[7]
The following is a DFT calculation (ωB97M-V/def2-TZVPD) of C8H17NO2SSn as an isolated structure in a non-equilibrium geometry.

Results
highest occupied orbital energy = -17.25 eV
max |F| = 4.6 eV/A
HOMO-LUMO gap = 8.0036 eV
charge = +2
energy = -30802.4239 eV

Atoms and positions in Å:
C  3.4813  0.1796  -0.1645
C  1.9876  0.3989  -0.0513
S  1.6084  2.0558  0.5683
C  -0.1400  1.9846  1.0216
N  -1.0314  2.0743  -0.1886
C  -2.3698  1.5845  -0.0994
O  -3.2676  2.1210  -0.7070
O  -2.5529  0.3905  0.5605
C  -2.2462  -0.6213  -0.3528
C  -0.7212  -1.0352  -0.0435
C  -0.5932  -1.6203  1.3613
C  -0.0607  -1.9533  -1.1950
H  3.9594  0.6330  0.6859
H  3.8474  0.6471  -1.0609
H  3.6974  -0.8714  -0.1769
H  1.4809  0.2702  -1.0468
H  1.5522  -0.3284  0.6182
H  -0.3641  1.1284  1.6304
H  -0.2729  2.8805  1.6031
H  -1.1665  3.0650  -0.3686
H  -2.3228  -0.2100  -1.4005
H  -2.8350  -1.5129  -0.2123
H  -0.1291  -0.0431  -0.0106
H  0.0309  -0.9790  1.9629
H  -1.5571  -1.6341  1.8423
H  -0.1306  -2.5890  1.3513
H  -0.7877  -2.4587  -1.8118
H  0.5520  -2.6697  -0.6812
H  0.6403  -1.3557  -1.8444
Sn  -0.2891  0.4685  -1.7897

Forces on atoms 1 to 2 (eV/Å):
-0.48 0.37 -0.44
-0.10 0.32 0.87

=====

[8]
The following is a DFT calculation (ωB97M-V/def2-TZVPD) of C8H17O2Si as an isolated structure in a non-equilibrium geometry.

Results
highest occupied orbital energy (alpha / beta) = -12.70 / -12.70 eV
relative energy (zero: lowest compared OMol25 entry of this formula, charge and spin) = 0.0 kJ/mol
max |F| = 10.1 eV/A
HOMO-LUMO gap (alpha / beta) = 6.5324 / 6.5317 eV
charge = +1
energy = -20533.5838 eV

Atoms and positions in Å:
C  -1.6873  -1.9302  -0.3692
C  -2.3083  -0.7593  -0.7104
C  -1.6731  0.4785  -0.4015
C  -3.7397  -0.6613  -1.1765
C  -1.4967  2.6592  0.2879
C  2.0870  -1.1527  -1.4925
C  2.6437  1.5657  -0.2727
C  1.6559  -0.9746  1.6475
O  -2.2410  1.5102  0.0616
O  0.1612  0.5588  -0.2318
Si  1.5437  -0.1387  0.0058
H  -2.2292  -2.8719  -0.2226
H  -0.7738  -1.7978  0.2160
H  -4.2160  -1.5586  -0.9557
H  -4.0460  -0.3544  -2.1783
H  -4.3709  -0.0733  -0.5515
H  -0.8878  2.3569  1.1106
H  -2.2947  3.4798  0.4220
H  -0.8091  2.9394  -0.4274
H  2.5139  -2.0592  -1.3263
H  1.1002  -1.2807  -2.0299
H  2.7406  -0.5000  -2.1693
H  2.3240  2.0877  -1.1974
H  2.6541  2.1990  0.5597
H  3.6761  1.1461  -0.4478
H  2.6307  -0.4607  1.9625
H  0.9828  -0.6585  2.4149
H  1.7311  -2.0481  1.7273

Forces on atoms 1 to 2 (eV/Å):
-0.45 1.69 1.60
-0.36 -0.59 -0.81